Below is a cluster of 13 separate species, C31H94N20O13 in total in a non-equilibrium geometry, with properties calculated with ωB97M-V with the def2-TZVPD basis set.

Structure (XYZ):
```
158
Properties=species:S:1:pos:R:3:forces:R:3
O -0.128004 -2.670924 -6.467621 0.95 1.50 -1.25
O -1.567914 -1.500724 0.305909 -3.06 -1.67 2.78
O -3.397804 -3.128294 4.525679 -0.75 1.75 -2.43
O 0.776926 5.160946 -0.356441 -1.79 -1.26 0.65
O 2.215896 -2.967004 0.033329 -1.87 -0.91 1.28
O 1.892216 -4.750774 3.618079 -0.88 -0.97 1.27
O -3.319684 2.485076 -0.873481 0.95 -0.75 2.03
O -2.171364 -5.655034 -2.393471 -0.40 -2.20 -1.92
O 3.793916 2.331946 2.657609 -0.32 1.63 -0.92
O 1.313086 3.492896 -4.329801 -0.54 0.01 0.13
O -4.420774 -0.645204 -2.019531 -1.24 -1.69 -0.03
O 2.134946 1.239466 -1.652561 -1.32 -1.00 -0.22
O -3.045584 2.508926 3.995559 -0.16 -0.65 3.08
N 4.156546 2.058516 -1.971581 4.87 -1.74 -1.50
N 0.351926 -0.610414 -0.165001 5.31 -0.25 2.40
N -4.451804 -1.730534 -0.112091 2.43 -2.03 2.87
N 0.687996 -2.566024 -2.852941 -0.06 -0.29 -0.37
N -1.327224 -3.902954 -1.381831 2.22 0.84 0.21
N 4.110036 -1.940394 0.741199 1.15 0.60 1.68
N -6.348864 -1.369044 -1.052681 -5.80 -0.18 -1.18
N -2.423394 0.710626 2.700469 2.45 -5.07 2.99
N 3.801156 -2.492164 -1.360191 1.43 -0.54 -2.96
N 2.654236 3.441746 -1.326481 0.17 1.05 -0.23
N 3.799286 -0.563574 3.350559 -0.63 0.55 -0.98
N 2.935696 5.813786 -4.094021 -0.94 0.71 -0.58
N 3.075266 -7.294704 2.947289 1.82 0.82 0.07
N 0.810436 7.911656 2.255699 0.38 0.02 -1.58
N -3.462954 -4.319554 -1.189911 -5.27 0.84 1.52
N -1.319364 0.222536 -1.057381 -3.35 3.90 -2.74
N -4.078954 4.427716 -1.693441 -0.34 3.33 1.50
N -6.154944 -3.567294 5.364489 0.10 0.40 0.55
N -3.210684 2.423206 1.862979 -2.32 3.36 -2.98
N -3.808494 2.707716 -3.000951 0.46 -1.06 -1.96
C 1.016816 -3.575084 3.688719 2.05 -1.23 -0.27
C 2.948256 1.385626 1.976549 1.48 0.04 0.81
C -0.928604 -0.576424 -0.127161 0.83 -1.72 -2.69
C 0.873576 6.541416 1.746099 0.14 -0.29 -0.22
C 1.518536 6.002446 -4.520131 0.06 -2.13 -0.06
C 0.208086 2.689526 -3.870961 0.00 1.34 0.04
C -0.372224 -3.549774 -7.584491 0.39 -0.57 2.14
C -5.064124 -1.341564 -1.171681 2.19 4.78 -2.22
C 2.892396 2.188236 -1.700861 -1.79 0.06 1.65
C -0.126654 5.802466 2.580929 -0.09 -1.03 0.37
C 5.360666 -6.209074 2.568809 -0.30 -0.82 -1.00
C 0.987326 4.639856 -5.125991 0.59 0.23 0.18
C -2.973704 1.832626 2.999369 0.33 3.22 -1.92
C 0.598116 6.431426 0.197199 0.62 0.87 1.20
C -3.661674 3.195466 -1.774931 -0.72 -1.59 -1.48
C -2.623954 -2.931224 3.312389 0.96 -0.79 1.18
C 1.383156 7.089606 -5.589811 0.37 -0.61 0.58
C 2.670426 0.289286 3.000589 -1.84 0.37 -1.00
C -3.899254 -4.435974 4.595229 0.63 -0.80 2.69
C 4.093886 3.498426 1.850949 0.33 -0.53 -0.08
C 4.009466 -6.142134 3.244409 -2.00 1.59 1.15
C 1.542126 -1.009794 -4.561921 -1.10 -2.19 -1.21
C 3.240656 -4.752334 3.129199 -0.60 0.95 -0.70
C -0.447704 4.384866 -0.309941 -0.56 0.09 -0.62
C 1.994676 0.767746 4.240629 -1.04 0.92 0.72
C 3.332306 -2.550014 -0.149211 -0.70 1.27 1.01
C -2.354554 -4.680914 -1.716501 4.12 0.14 -0.28
C 0.018416 -3.187514 -5.158931 -0.86 1.07 0.24
C -5.102194 -4.554624 5.618709 -0.93 -0.62 -1.42
C 0.359876 -2.004784 -4.171621 1.02 0.60 -0.01
C -5.860254 -5.923924 5.536379 1.24 0.15 -0.19
H 2.077916 -0.709134 -3.661571 -0.36 0.64 -0.22
H 5.229516 -6.675314 1.592329 0.41 0.09 -0.21
H -5.201144 -6.790884 5.490999 0.40 0.08 -0.34
H 5.935166 -6.858254 3.229589 0.39 -0.24 -0.50
H 1.531856 8.049896 -5.096011 -0.27 0.16 -0.47
H -1.117584 5.940756 2.148459 -0.20 -0.29 0.10
H -0.874284 4.035446 0.630299 1.02 -0.01 0.60
H -1.773384 -2.341074 3.653499 -0.14 0.40 -0.51
H 1.284916 7.059196 -0.370531 0.16 0.32 0.24
H 0.902546 -3.199894 2.671729 -0.39 0.24 0.06
H -4.149454 4.994826 -2.526221 -0.11 0.17 0.64
H -4.124994 3.313316 -3.744711 -0.13 -0.78 0.00
H 3.794166 -3.969354 3.647529 0.47 -0.10 0.45
H 1.438936 -3.235664 -2.941071 0.02 -0.48 -0.32
H 4.446986 -6.151704 4.242699 -1.34 -0.10 1.01
H -6.975824 -0.935624 -1.715381 0.71 0.10 -0.30
H -0.155864 6.176456 3.604349 0.12 0.25 -0.11
H -0.969604 -3.584314 -4.925521 -0.01 -0.25 0.73
H 2.618566 1.411986 4.860149 -0.07 -0.12 0.14
H 1.503816 4.519266 -6.078251 0.17 -0.09 -0.26
H -3.045644 -4.835384 5.142889 -0.06 -1.65 -0.20
H 1.827566 3.811106 -0.878921 0.34 0.12 -0.15
H -4.926394 -1.838174 0.772939 0.43 -0.09 -0.18
H -4.251964 -4.603614 -1.752831 -0.27 0.06 0.54
H -6.453294 -6.156454 6.420879 -0.35 0.65 -0.16
H 0.465126 6.976526 -6.166471 -0.35 0.41 0.42
H -2.918394 2.118026 0.945619 -0.35 0.29 0.19
H -1.380144 -2.990024 -0.953041 -0.32 -0.22 0.02
H 3.141576 -2.899654 -2.007501 0.86 0.38 -0.63
H -6.909824 -1.885984 -0.390721 0.87 -0.23 0.19
H -0.364254 3.519526 -0.967451 0.29 0.06 -0.02
H -0.143954 8.184226 2.068759 -0.55 0.38 0.40
H 4.606176 -1.903584 -1.520231 -0.45 -0.44 -0.85
H 1.434016 -2.825784 4.361479 0.37 0.33 -0.08
H 2.063186 1.863966 1.557089 -0.29 -0.02 0.28
H 0.802216 -1.333144 0.378129 0.40 0.04 -0.20
H 0.952746 6.148206 -3.599951 -0.20 0.58 -0.07
H 5.072576 -1.723964 0.524939 -0.31 -0.03 0.13
H -0.520074 -1.369174 -4.072721 -0.28 -0.25 0.15
H 0.879476 0.066236 -0.697851 0.41 -0.19 0.29
H 1.108336 -1.857934 -2.268121 -0.39 0.29 0.28
H 1.583666 -0.081654 4.786229 0.55 -0.22 0.39
H -3.519504 -3.453524 -0.673291 -0.21 -0.38 -0.37
H 3.525956 0.974666 1.148609 -0.02 -0.20 -0.32
H -5.825444 -2.620874 5.490249 0.22 0.09 0.06
H 1.151326 -0.266364 -5.256681 0.33 0.49 0.44
H -3.849304 1.698596 -3.011671 -0.08 0.00 -0.66
H 4.622956 4.274906 2.403459 0.07 -0.49 0.50
H -3.985564 -4.932454 3.628709 -0.58 0.09 -0.03
H -1.939234 0.402616 3.531619 0.15 -1.35 -0.52
H -0.071314 4.687896 -5.381111 -0.26 -0.01 0.30
H 2.150176 6.940676 -6.349811 0.36 0.09 0.17
H 4.832046 2.809296 -1.982921 -0.36 -0.15 -0.06
H -0.211894 2.044776 -4.642991 0.31 -0.24 -0.06
H -4.748754 -4.461904 6.645629 0.22 0.43 -0.15
H -0.596544 3.352696 -3.553381 -0.28 0.18 0.01
H 4.424186 0.113556 3.764199 0.59 -0.42 0.57
H -0.418284 -3.105834 -8.578931 -0.04 0.83 0.53
H 3.561546 -8.095144 3.325359 0.06 -0.49 -0.20
H 0.137206 4.751166 2.696049 -0.41 -0.19 -0.33
H 3.133786 -4.332314 2.129069 0.51 -0.59 -0.66
H 1.883376 6.168296 1.916949 0.11 -0.08 0.07
H -6.484544 -3.615334 4.410989 0.00 -0.23 -0.15
H -6.445674 -5.890434 4.617539 -0.27 -0.28 0.18
H -1.281854 4.985156 -0.673171 0.09 0.28 -0.55
H -0.668764 0.882146 -1.459551 -0.40 -0.10 0.03
H 2.219246 -1.618884 -5.160771 0.43 0.06 -0.07
H 0.512776 2.159656 -2.968461 0.28 -0.28 -0.43
H 2.228986 -7.255314 3.497159 -0.14 0.64 0.09
H 0.478006 -4.231794 -7.591771 -0.25 -0.59 -0.24
H -3.456174 -1.592034 -0.210181 0.51 0.07 1.10
H -3.051154 -2.583034 2.371979 -0.85 0.72 0.51
H 3.571026 3.862126 -1.272781 -1.09 1.31 0.66
H -0.496134 -4.024884 -1.942641 -0.18 0.05 0.33
H 3.330456 -1.116714 4.053659 0.96 -0.49 0.57
H -2.265254 0.203486 -1.410971 -0.14 0.17 0.19
H -1.317554 -4.030564 -7.332951 -0.01 -0.57 -0.52
H 3.738176 -1.521184 1.581489 0.24 -0.33 0.36
H 4.718886 3.221536 1.001939 0.37 -0.30 -0.06
H 1.296546 8.406916 1.521869 0.53 0.99 0.15
H 4.579286 1.141746 -2.001901 -0.43 0.13 -0.22
H -2.196524 -3.874434 2.972189 0.19 -0.37 0.32
H 0.733736 -3.994404 -4.999741 0.45 -0.12 -0.54
H -3.513674 3.367676 2.053429 -0.14 0.00 -0.91
H 1.836246 -0.279234 2.589459 0.38 -0.73 -0.79
H 3.273926 4.029736 1.367759 -0.86 -0.43 0.41
H 0.095676 -3.882184 4.183989 0.02 -0.31 -0.51
H 1.062036 1.281326 4.007089 0.08 0.57 -0.20
H 5.928366 -5.281804 2.491449 -0.41 0.20 0.00
H 2.941046 5.155926 -3.327671 -0.08 -0.25 0.04
H -0.407734 6.815636 0.027689 -0.32 -0.05 -0.20
H -2.489144 0.187356 1.839099 0.05 0.10 0.37
H 3.343336 5.338676 -4.886611 0.63 -0.14 -0.01
H -4.020904 4.793146 -0.753651 -0.07 0.67 -0.44
```
Positions in Å, forces in eV/Å.

## Properties
- Gap between HOMO and LUMO: 0.303 Eh
- Total energy: -3310.68123 Eh
- Spin multiplicity: 1

Löwdin atomic charge list, values in e, 2 entries:
1. O -0.2193
2. O 0.0021